Entry from the OMol25 dataset: a structure of composition C11H17N3O7P2Pt (ωB97M-V/def2-TZVPD).

Its molecular weight is 560.30 g mol⁻¹. Its HOMO energy is -16.33 eV. As for the net charge: +2. Its strongest force on any atom is 0.6 eV Å⁻¹. For the total energy, the calculation gives -52298.8237 eV.

```
41
C11H17N3O7P2Pt ωB97M-V/def2-TZVPD
Pt 0.289 -0.298 1.034
O 1.082 -0.851 4.004
P 0.065 -1.996 3.595
O -0.575 -2.669 4.696
O -0.714 -1.327 2.427
O 1.061 -3.037 2.653
P 1.621 -2.495 1.319
O 2.606 -3.485 0.699
O 2.158 -1.066 1.448
O 0.445 -2.112 0.280
H 1.496 -0.997 4.868
H 2.663 -4.403 1.015
C 1.907 0.869 -4.009
C 1.924 0.974 -2.528
C 2.800 1.626 -1.670
C 2.332 1.422 -0.379
N 1.191 0.708 -0.447
N 0.979 0.415 -1.757
C 2.911 1.868 0.917
H 2.780 1.365 -4.424
H 1.016 1.344 -4.420
H 1.921 -0.174 -4.326
H 3.670 2.192 -1.954
H 0.165 -0.102 -2.051
H 3.430 2.815 0.788
H 3.625 1.133 1.286
H 2.147 2.010 1.686
C -5.145 2.420 1.983
C -3.865 1.783 1.556
C -2.632 2.408 1.759
C -1.480 1.774 1.360
N -1.508 0.556 0.787
C -2.673 -0.081 0.605
C -3.859 0.526 0.947
H -4.993 3.434 2.345
H -5.599 1.830 2.781
H -5.855 2.442 1.155
H -2.569 3.391 2.206
H -0.510 2.265 1.441
H -2.630 -1.079 0.190
H -4.785 -0.001 0.762
```